Entry 1:
This record from the OMol25 dataset describes a structure of composition C3H4KO5 in a non-equilibrium geometry. The level of theory is ωB97M-V/def2-TZVPD.

XYZ file:
```
13
Properties=species:S:1:pos:R:3:forces:R:3:nbo_charge:R:1
O -2.3744 1.1145 -0.7402 0.7 -1.2 0.1 -0.576
C -1.7394 0.5628 0.1504 -1.9 3.1 1.2 0.439
O 0.3683 0.3637 1.3651 -0.7 -0.7 1.1 -1.025
C 1.7125 -0.6902 -1.0641 1.6 -2.1 -1.1 1.012
C -0.5558 1.2303 0.8351 2.3 -1.2 -1.5 -0.147
O 2.2236 -1.5956 -0.3316 -1.0 0.1 0.4 -0.909
O 2.3526 0.2106 -1.6234 -2.4 -0.5 0.6 -0.715
H -2.3066 -0.1109 0.8388 0.4 -1.0 -0.5 0.057
H -0.0342 1.7618 0.0086 -0.5 0.4 0.1 0.155
H -0.9624 2.0012 1.5228 -0.3 -0.2 0.1 0.122
K 1.2370 -2.0765 1.8932 -0.2 1.1 -0.5 0.959
O 0.3483 -1.0185 -1.5690 -0.3 0.9 -0.4 -0.842
H -0.2694 -1.7531 -1.2858 2.2 1.1 0.4 0.469
```
Forces are in eV/Å.

Output
Energy relative to the best compared isomer or geometry (same formula, charge and spin) = 0.000 eV
Net charge = -1
HOMO = -0.126 hartree
Gap between HOMO and LUMO = 0.1873 hartree
LUMO energy = 1.662 eV
Calculated total energy = -29738.599 eV
Spin multiplicity = 1

---

Entry 2:
This record from the OMol25 dataset describes a structure of composition C3H4LiO2Sm in a non-equilibrium geometry. The level of theory is ωB97M-V/def2-TZVPD.

XYZ file:
```
11
Properties=species:S:1:pos:R:3:forces:R:3:mulliken_spin:R:1
O -0.7965 -0.1911 0.1272 -3.8 1.2 -1.9 0.001
Li 0.4508 -0.5588 -1.4355 0.8 -0.2 -0.2 0.001
C -0.7351 0.9719 0.7243 1.3 -2.1 -0.2 0.000
C 0.3615 0.8999 1.6328 -0.8 -1.9 -0.5 -0.001
H -1.3453 1.8260 0.4167 -0.1 -0.1 0.1 0.000
H 0.0971 0.6576 2.6700 -0.3 0.1 0.2 0.000
H 0.8731 1.8699 1.6691 0.9 -0.5 0.0 0.000
Sm -3.5574 -1.0174 -0.3754 -0.1 -0.1 0.2 6.000
C 1.8128 -1.7416 -2.9115 0.4 -0.6 -0.7 0.000
O 2.4117 -2.3252 -3.6600 -0.6 0.7 0.9 0.000
H 0.4272 -0.3912 1.1423 2.2 3.4 2.3 -0.001
```
Forces are in eV/Å.

Output
Energy relative to the best compared isomer or geometry (same formula, charge and spin) = 1.136 eV
Net charge = +3
HOMO (alpha / beta) = -0.820 / -0.821 hartree
Gap between HOMO and LUMO (alpha / beta) = 0.3207 / 0.3295 hartree
LUMO energy (alpha / beta) = -13.599 / -13.382 eV
Calculated total energy = -25346.260 eV
<S²> = 12.006
Spin multiplicity = 7

---

Entry 3:
This record from the OMol25 dataset describes a structure of composition C3H4LiO3Sm in a non-equilibrium geometry. The level of theory is ωB97M-V/def2-TZVPD.

XYZ file:
```
12
Properties=species:S:1:pos:R:3:forces:R:3:mulliken_spin:R:1
O -1.5649 1.8081 -0.9361 0.2 -0.2 0.3 0.237
C -2.7218 1.4100 -0.6738 -0.3 0.0 -0.3 0.110
C -3.0362 0.0284 -0.6722 -0.3 0.0 0.2 0.568
H 2.2086 -0.7595 1.9549 0.4 0.1 -0.1 0.000
H -3.5215 2.1421 -0.4850 0.3 -0.1 0.0 0.013
H -2.2429 -0.7079 -0.8048 -0.3 0.1 0.0 0.031
H -4.0646 -0.2904 -0.5087 0.3 0.0 -0.1 0.034
Sm 0.7787 1.3308 -0.8223 1.0 -0.1 0.1 6.011
O 2.5470 -0.0373 0.0870 -1.3 0.8 -0.4 -0.004
C 2.9138 -0.7066 1.0974 0.1 -0.4 0.1 0.000
O 3.9796 -1.3301 1.1530 -0.2 -0.5 0.0 -0.001
Li 4.7242 -2.8877 0.6107 0.1 0.3 0.2 0.000
```
Forces are in eV/Å.

Output
Energy relative to the best compared isomer or geometry (same formula, charge and spin) = 0.000 eV
Net charge = +2
HOMO (alpha / beta) = -0.586 / -0.637 hartree
Gap between HOMO and LUMO (alpha / beta) = 0.2966 / 0.2957 hartree
LUMO energy (alpha / beta) = -7.877 / -9.299 eV
Calculated total energy = -27412.418 eV
<S²> = 15.765
Spin multiplicity = 8

---

Entry 4:
This record from the OMol25 dataset describes a structure of composition C3H4LiO3V in a non-equilibrium geometry. The level of theory is ωB97M-V/def2-TZVPD.

XYZ file:
```
12
Properties=species:S:1:pos:R:3:forces:R:3:mulliken_spin:R:1
H -4.1032 -1.9371 1.5873 -0.1 -0.3 0.6 -0.122
C 1.7021 0.3875 -0.2589 -0.2 -0.1 0.7 -0.001
C 0.2472 0.3046 -0.6141 -0.4 0.0 0.1 0.003
O -0.5206 0.8401 0.4287 1.0 1.3 -1.4 -0.010
C -1.2793 -0.0050 1.2109 1.3 -0.9 2.5 -0.108
O -0.8451 -0.1680 2.3374 -0.7 0.1 -0.9 0.095
O 2.5832 0.4884 -1.0888 0.3 0.1 -0.8 0.000
V -3.0167 -0.9892 0.7629 -1.3 -0.3 -1.1 3.144
H 1.9529 0.3436 0.8191 -0.1 0.0 -0.3 -0.001
H 0.0290 -0.7653 -0.7928 0.0 0.1 0.0 0.008
H 0.0720 0.8397 -1.5605 0.0 -0.1 0.2 -0.009
Li 3.1784 0.6607 -2.8312 0.0 0.0 0.4 0.000
```
Forces are in eV/Å.

Output
Energy relative to the best compared isomer or geometry (same formula, charge and spin) = 3.983 eV
Net charge = +1
HOMO (alpha / beta) = -0.427 / -0.440 hartree
Gap between HOMO and LUMO (alpha / beta) = 0.2565 / 0.2698 hartree
LUMO energy (alpha / beta) = -4.636 / -4.636 eV
Calculated total energy = -35200.151 eV
<S²> = 3.778
Spin multiplicity = 4

---

Entry 5:
This record from the OMol25 dataset describes a structure of composition C3H4LiO4 in a non-equilibrium geometry. The level of theory is ωB97M-V/def2-TZVPD.

XYZ file:
```
12
Properties=species:S:1:pos:R:3:forces:R:3:mulliken_spin:R:1
O -1.0932 1.8777 0.2483 0.1 -2.3 -0.2 0.292
C -1.2143 0.6929 0.1167 0.4 2.4 0.3 0.309
H 0.0760 -0.1903 0.0848 2.4 -1.5 0.0 0.030
H -2.6171 -0.7356 0.8109 0.1 0.2 -0.2 -0.012
C -2.5121 -0.0350 -0.0305 -0.3 -0.7 -0.1 0.149
H -3.3626 0.6578 -0.0663 0.3 -0.1 0.0 0.017
H -2.4682 -0.6415 -0.9471 0.0 0.2 0.3 -0.012
O 2.3338 0.7472 -0.1968 1.1 1.0 -0.6 0.000
O 1.0746 -1.0381 0.1024 -3.2 0.9 -0.2 0.211
O 3.2582 -1.2615 0.0771 0.9 0.2 -0.5 0.025
C 2.2709 -0.5006 -0.0651 -1.0 0.2 1.3 -0.009
Li 4.2540 0.4271 -0.1344 -0.8 -0.4 0.1 0.001
```
Forces are in eV/Å.

Output
Energy relative to the best compared isomer or geometry (same formula, charge and spin) = 0.972 eV
HOMO (alpha / beta) = -0.327 / -0.336 hartree
Gap between HOMO and LUMO (alpha / beta) = 0.3163 / 0.2725 hartree
LUMO energy (alpha / beta) = -0.301 / -1.722 eV
Calculated total energy = -11570.105 eV
<S²> = 0.758
Spin multiplicity = 2

---

Entry 6:
This record from the OMol25 dataset describes a structure of composition C3H4LiO4Pr in a non-equilibrium geometry. The level of theory is ωB97M-V/def2-TZVPD.

XYZ file:
```
13
Properties=species:S:1:pos:R:3:forces:R:3:mulliken_spin:R:1
O 0.1484 -0.5706 -0.5924 -2.1 0.6 0.6 0.000
C 1.4196 -0.6501 0.0356 0.4 -0.6 1.5 0.000
C -0.9202 -0.0767 -0.0393 1.2 2.4 -0.5 0.000
O 1.7979 -1.7903 0.2058 0.5 0.2 -0.2 0.000
O 1.9223 0.4497 0.3373 0.7 0.8 -1.1 0.005
C -1.8823 0.7108 -0.7490 -1.9 -0.4 1.6 0.000
Li 3.1676 -2.9428 0.6004 -0.1 -0.5 0.1 0.000
H -2.8393 0.1857 -0.8387 -0.3 -0.2 -0.1 0.000
H -1.5443 0.8767 -1.7789 -0.4 1.0 0.3 0.000
Pr 3.5859 2.2738 -0.5153 -0.5 -0.3 0.4 2.997
O -0.9960 0.3363 1.2194 2.1 -3.6 2.5 0.000
H -1.7561 -0.0994 1.6826 0.4 0.2 0.2 0.000
H -2.1035 1.2970 0.4325 -0.2 0.5 -5.3 0.000
```
Forces are in eV/Å.

Output
Energy relative to the best compared isomer or geometry (same formula, charge and spin) = 0.000 eV
Net charge = +3
HOMO (alpha / beta) = -0.721 / -0.795 hartree
Gap between HOMO and LUMO (alpha / beta) = 0.2821 / 0.3580 hartree
LUMO energy (alpha / beta) = -11.936 / -11.877 eV
Calculated total energy = -25608.063 eV
<S²> = 3.752
Spin multiplicity = 4

---

Entry 7:
This record from the OMol25 dataset describes a structure of composition C3H4LiO4V in a non-equilibrium geometry. The level of theory is ωB97M-V/def2-TZVPD.

XYZ file:
```
13
Properties=species:S:1:pos:R:3:forces:R:3:mulliken_spin:R:1
O 0.5123 1.7865 0.3147 2.0 0.3 -0.9 0.069
C 0.7659 0.6852 -0.1733 0.7 -4.2 1.0 -0.012
C 0.1480 -1.4555 -0.6324 0.8 -0.5 -0.9 0.000
O -0.1042 -0.0071 -0.8445 -1.1 0.0 0.4 0.018
O 1.7972 -0.0166 0.2102 -0.1 1.5 0.2 0.006
C 1.5307 -1.4250 0.0607 0.1 -0.8 -0.8 -0.001
H -0.5719 -2.0192 -0.0336 -0.5 1.1 0.2 0.001
H 0.0785 -1.9043 -1.6286 0.5 0.2 0.2 -0.001
H 2.3273 -1.8604 -0.5481 -0.1 0.1 0.2 0.000
H 1.5234 -1.8763 1.0572 0.0 0.2 -0.2 0.000
O -2.7230 2.8674 0.4062 -2.1 -0.1 -0.2 1.062
Li -4.3728 2.4328 1.1169 -0.5 0.0 0.0 -0.005
V -0.9111 2.7924 0.6945 0.3 2.2 0.9 2.863
```
Forces are in eV/Å.

Output
Energy relative to the best compared isomer or geometry (same formula, charge and spin) = 0.000 eV
Net charge = +2
HOMO (alpha / beta) = -0.650 / -0.696 hartree
Gap between HOMO and LUMO (alpha / beta) = 0.3359 / 0.2604 hartree
LUMO energy (alpha / beta) = -8.546 / -11.849 eV
Calculated total energy = -37239.317 eV
<S²> = 6.005
Spin multiplicity = 5

---

Entry 8:
This record from the OMol25 dataset describes a structure of composition C3H4MgO3 in a non-equilibrium geometry. The level of theory is ωB97M-V/def2-TZVPD.

XYZ file:
```
11
Properties=species:S:1:pos:R:3:forces:R:3:mulliken_spin:R:1
O -0.9849 -2.2720 1.7877 0.4 0.5 0.5 -0.010
C -0.9081 -1.1030 1.8001 -0.7 -0.1 -0.9 0.011
C -0.9660 0.1973 1.6313 0.1 -0.2 0.6 0.028
H 1.4750 0.1676 -0.1258 0.0 0.2 -0.6 0.000
H -1.2296 0.8229 2.4850 0.2 -0.2 -0.3 -0.002
H -0.7325 0.6097 0.6252 0.2 0.0 0.1 -0.004
O 1.1142 -0.6950 -1.9849 -0.4 -0.3 -0.1 -0.017
C 1.1755 0.4441 -1.1883 0.2 -0.2 0.2 0.060
O -0.0695 1.0712 -1.1645 -0.7 0.1 0.1 -0.034
Mg -0.8173 -0.3918 -2.2745 0.9 0.3 0.3 0.965
H 1.9432 1.1491 -1.5914 -0.1 -0.1 0.2 0.003
```
Forces are in eV/Å.

Output
Energy relative to the best compared isomer or geometry (same formula, charge and spin) = 1.037 eV
Net charge = -1
HOMO (alpha / beta) = -0.069 / -0.143 hartree
Gap between HOMO and LUMO (alpha / beta) = 0.1977 / 0.2662 hartree
LUMO energy (alpha / beta) = 3.498 / 3.352 eV
Calculated total energy = -14762.832 eV
<S²> = 0.751
Spin multiplicity = 2

---

Entry 9:
This record from the OMol25 dataset describes a cluster of 2 separate species, C3H4N2 in total in a non-equilibrium geometry. The level of theory is ωB97M-V/def2-TZVPD.

XYZ file:
```
9
Properties=species:S:1:pos:R:3:forces:R:3:nbo_charge:R:1
C 0.2771 0.0035 1.8934 -0.1 1.9 1.5 -0.269
C 0.3066 -0.4241 0.7824 -0.4 -1.3 -1.3 -0.010
C 0.3587 -1.1137 -0.5201 2.5 0.8 -0.5 -0.694
N -0.8815 2.0786 -1.5272 0.6 -0.4 -0.7 -0.008
N -1.5600 2.4963 -0.7933 -0.6 0.4 0.7 0.010
H 0.2285 0.7000 2.7358 0.1 -1.0 -0.6 0.243
H 0.7601 -2.1783 -0.3412 -0.5 1.7 -0.6 0.247
H 1.0992 -0.4225 -1.1803 -1.5 -2.1 1.3 0.241
H -0.5887 -1.1399 -1.0496 -0.1 -0.1 0.2 0.239
```
Forces are in eV/Å.

Output
Energy relative to the best compared isomer or geometry (same formula, charge and spin) = 1.310 eV
HOMO = -0.369 hartree
Gap between HOMO and LUMO = 0.4112 hartree
LUMO energy = 1.147 eV
Calculated total energy = -6154.591 eV
SMILES = C#CC.N#N
Spin multiplicity = 1

---

Entry 10:
This record from the OMol25 dataset describes the molecule C3H4N2O in a non-equilibrium geometry. The level of theory is ωB97M-V/def2-TZVPD.

XYZ file:
```
10
Properties=species:S:1:pos:R:3:forces:R:3:nbo_charge:R:1
O 0.3146 1.5251 1.3008 0.0 -0.1 0.1 -0.658
C 0.1596 0.4811 0.4574 0.3 -0.5 -0.1 0.415
C 0.5462 -0.8315 0.5413 0.2 0.0 0.2 -0.221
N 0.1922 -1.4822 -0.6005 -0.6 0.0 0.2 -0.413
C -0.4280 -0.6187 -1.3580 -0.5 -0.1 0.6 0.100
N -0.4563 0.6416 -0.7476 0.0 -0.1 0.3 -0.557
H 0.7727 1.1750 2.0773 0.0 0.3 -0.1 0.494
H 0.8793 -1.4212 1.3789 0.4 0.4 0.1 0.208
H -1.2549 -1.0465 -1.9049 0.3 0.8 -1.2 0.207
H -0.7080 1.5612 -1.1009 -0.1 -0.6 -0.1 0.426
```
Forces are in eV/Å.

Output
Energy relative to the best compared isomer or geometry (same formula, charge and spin) = 1.249 eV
HOMO = -0.303 hartree
Gap between HOMO and LUMO = 0.3269 hartree
LUMO energy = 0.659 eV
Calculated total energy = -8202.637 eV
SMILES = Oc1cnc[nH]1
Spin multiplicity = 1